No. 1
Below is 2 unconnected molecules or ions with the total composition C3H11O, with properties calculated with ωB97M-V/def2-TZVPD.

Properties
HOMO-LUMO gap   10.703 eV
Molar mass   63.1 g mol⁻¹
Energy relative to the best compared isomer or geometry (same formula, charge and spin)   0.993 eV
LUMO   -0.1731 Ha
Total charge   +1
HOMO level   -15.415 eV

The geometry in XYZ format:
```
15
Properties=species:S:1:pos:R:3:mulliken_charge:R:1
O 1.279 2.036 -0.104 -0.38
C -0.592 -1.454 0.219 -0.27
C -1.137 -0.816 -1.114 -1.03
C 0.091 -0.398 1.070 -1.20
H -1.434 -1.844 0.786 0.33
H 0.055 -2.281 -0.041 0.37
H 1.081 -0.291 0.614 0.18
H 0.025 -0.497 2.164 0.38
H -1.165 0.243 -0.915 0.33
H 1.008 1.227 0.464 0.49
H 1.083 2.923 -0.441 0.43
H -0.598 0.461 1.106 0.36
H -0.554 -1.099 -1.993 0.27
H 2.129 1.736 -0.478 0.45
H -2.151 -1.189 -1.280 0.30
```



No. 2
Below is a molecular structure, C25H23N3O6RhS, with properties calculated with ωB97M-V/def2-TZVPD.

Properties
HOMO-LUMO gap (alpha / beta)   5.516 / 6.972 eV
Molar mass   596.4 g mol⁻¹
Expectation value of S²   6.07
LUMO (alpha / beta)   -0.1404 / -0.1506 Ha
Total charge   +1
Spin multiplicity   5
HOMO level (alpha / beta)   -9.338 / -11.072 eV

The geometry in XYZ format:
```
59
Properties=species:S:1:pos:R:3:mulliken_charge:R:1
Rh -0.506 -1.260 -1.218 0.42
S -3.696 1.378 -2.550 -0.32
O 2.333 5.862 -0.608 -0.50
O 4.309 5.555 -1.519 -0.45
O 1.000 1.092 0.467 -0.33
O 1.800 3.208 0.967 -0.55
O 1.040 4.172 3.379 -0.61
O -2.390 -2.372 -0.066 -0.25
N 0.833 -3.061 -1.737 -0.09
N 1.534 -0.509 -1.875 -0.11
N -1.784 0.613 -0.755 -0.06
C 3.191 2.882 -2.336 -0.50
C 1.718 3.116 -0.464 1.46
C 1.232 2.051 1.451 0.02
C -0.555 0.990 2.653 -0.34
C 0.434 -4.346 -1.606 -0.01
C 1.580 1.598 -0.620 0.01
C 2.423 -1.383 -2.235 0.01
C 2.739 1.596 -2.632 -0.49
C -0.599 2.912 4.561 -0.55
C 2.425 -5.208 -2.577 -0.12
C 0.236 3.099 3.466 0.27
C -1.289 1.723 4.732 -0.74
C -2.633 1.044 -1.519 0.47
C -3.916 -2.633 1.688 -0.62
C 3.124 5.126 -1.072 0.48
C -2.531 -2.103 1.357 -0.24
C 1.214 -5.479 -2.026 -0.81
C -3.753 -2.069 -0.689 0.22
C -1.453 0.825 3.701 -0.60
C 2.867 -3.884 -2.748 -0.71
C 2.781 3.701 -1.287 -0.25
C 0.274 2.047 2.535 0.71
C 2.062 -2.844 -2.293 -0.12
C -4.739 -2.401 0.456 -0.66
C 1.937 0.862 -1.747 -0.15
H 0.736 3.627 -0.684 0.11
H -3.881 -3.702 1.969 0.30
H 1.102 4.368 2.439 0.37
H -4.356 -2.189 2.586 0.33
H -1.935 1.705 5.573 0.36
H 3.470 -1.087 -2.350 0.51
H 3.118 1.028 -3.521 0.49
H -0.553 -4.532 -1.129 0.42
H 4.676 4.780 -1.890 0.29
H 3.831 -3.754 -3.232 0.40
H -2.090 -0.052 3.769 0.39
H 3.912 3.282 -3.057 0.33
H -2.495 -0.969 1.532 -0.11
H -3.828 -2.710 -1.552 0.39
H -0.677 3.651 5.308 0.48
H -1.677 -2.481 1.852 0.55
H -1.622 1.205 0.162 0.11
H -0.480 0.129 1.915 0.49
H 0.856 -6.492 -1.749 0.36
H -5.396 -1.536 0.571 0.32
H 3.184 -5.979 -2.913 0.34
H -5.452 -3.176 0.215 0.33
H -3.684 -1.019 -1.048 -0.45
```



No. 3
Below is a molecular structure, C37H36CaCl3N2O6S2, with properties calculated with ωB97M-V/def2-TZVPD.

Properties
HOMO-LUMO gap   6.395 eV
Molar mass   815.3 g mol⁻¹
Energy relative to the best compared isomer or geometry (same formula, charge and spin)   0.759 eV
LUMO   0.0761 Ha
Total charge   -1
HOMO level   -4.323 eV

The geometry in XYZ format:
```
87
Properties=species:S:1:pos:R:3:mulliken_charge:R:1
Ca 0.087 -1.006 0.756 1.51
Cl -2.781 -5.120 2.451 -0.15
Cl -3.970 -2.948 3.959 -0.21
Cl -1.098 -3.330 3.946 -0.12
S 1.372 2.483 1.333 0.12
S -3.231 0.590 0.422 0.65
O -3.160 -2.792 0.742 -0.61
O -1.894 -1.388 1.958 -0.58
O -1.841 0.694 -0.129 -0.12
O 1.341 -1.072 2.630 -0.65
O 2.713 0.525 3.415 -0.76
O 0.894 1.259 0.621 -0.55
N -0.444 -1.291 -1.983 1.34
N 3.393 -0.863 0.533 0.29
C -0.475 4.598 -1.569 -0.50
C -3.209 1.427 2.042 -1.05
C 0.658 3.843 0.396 0.36
C 0.413 2.620 2.885 -1.18
C -0.360 -0.068 -2.759 -0.90
C -1.764 -1.893 -2.120 -1.07
C 2.441 -0.458 2.711 -0.28
C -4.148 1.841 -0.472 0.44
C 4.285 -1.125 -1.668 -0.28
C -0.271 5.913 -1.182 -0.66
C 0.412 6.193 -0.006 -0.68
C 0.723 -3.447 -1.542 0.82
C 0.693 -3.240 -0.151 0.26
C 6.308 -2.386 -2.030 -0.51
C -0.011 3.550 -0.782 -0.01
C -5.607 3.708 -1.893 -0.52
C 0.901 -4.695 -2.129 -0.65
C -4.234 3.625 -2.061 -0.74
C 5.582 -2.244 1.623 -0.99
C -3.498 2.685 -1.353 0.24
C -5.528 1.901 -0.310 -0.63
C 4.637 -1.686 2.423 -0.84
C 5.475 -2.085 0.217 1.25
C 4.374 -1.358 -0.278 -0.17
C -2.069 2.439 2.165 0.05
C -6.256 2.843 -1.018 -0.76
C 0.878 -4.405 0.609 -0.71
C -2.554 -3.450 2.961 0.78
C 6.431 -2.603 -0.686 -0.72
C 0.891 5.157 0.781 -0.53
C 1.079 -5.818 -1.329 -0.60
C 1.071 -5.667 0.049 -0.78
C -0.872 1.812 2.864 0.18
C 3.535 -1.018 1.821 0.96
C -2.530 -2.458 1.733 -0.06
C 5.225 -1.628 -2.522 -0.66
C 0.593 -2.229 -2.427 -1.27
H 0.603 0.420 -2.584 0.10
H 7.263 -3.174 -0.290 0.36
H 1.204 -6.534 0.690 0.39
H 0.897 -4.796 -3.212 0.34
H 0.248 3.687 3.052 0.69
H 1.447 5.373 1.686 0.47
H -2.421 3.301 2.739 0.54
H 1.538 -1.679 -2.414 -0.19
H 0.872 -4.338 1.696 0.38
H -1.000 4.380 -2.492 0.45
H -2.428 2.587 -1.468 -0.34
H 6.420 -2.794 2.036 0.39
H 0.580 7.220 0.294 0.39
H -0.626 0.849 2.423 -0.27
H 3.454 -0.534 -2.028 0.40
H -3.111 0.619 2.767 0.49
H -1.833 -2.784 -1.499 0.30
H 7.041 -2.790 -2.718 0.37
H 4.682 -1.746 3.501 0.50
H -0.637 6.722 -1.800 0.38
H -1.793 2.810 1.176 -0.38
H -2.527 -1.193 -1.785 0.06
H -7.330 2.895 -0.897 0.39
H 1.215 -6.796 -1.778 0.35
H 5.137 -1.449 -3.587 0.39
H 0.411 -2.515 -3.481 0.30
H -0.175 2.512 -1.043 0.07
H -3.731 4.295 -2.748 0.40
H -6.178 4.439 -2.452 0.38
H -4.192 1.889 2.147 0.75
H -0.455 -0.259 -3.843 0.46
H -1.129 1.575 3.900 0.58
H 1.100 2.224 3.631 0.51
H -1.153 0.614 -2.453 0.00
H -6.025 1.207 0.358 0.51
H -1.966 -2.166 -3.171 0.32
```



No. 4
Below is 2 unconnected molecules or ions with the total composition C2H5NO4, with properties calculated with ωB97M-V/def2-TZVPD.

Properties
HOMO-LUMO gap (alpha / beta)   8.355 / 3.227 eV
Molar mass   107.1 g mol⁻¹
Energy relative to the best compared isomer or geometry (same formula, charge and spin)   0.654 eV
Expectation value of S²   0.76
LUMO (alpha / beta)   -0.2141 / -0.4015 Ha
Total charge   +1
Spin multiplicity   2
HOMO level (alpha / beta)   -14.181 / -14.152 eV

The geometry in XYZ format:
```
12
Properties=species:S:1:pos:R:3:mulliken_charge:R:1
O -0.843 -1.753 1.382 -0.18
O -0.715 0.773 0.539 -0.38
O 1.432 1.131 -0.112 -0.28
O -0.859 1.210 -3.482 -0.62
N 1.039 -0.443 1.490 -0.01
C 0.607 0.512 0.440 0.44
C 0.305 -1.550 1.725 0.35
H -1.263 2.068 -3.690 0.33
H -1.254 -0.024 0.371 0.39
H 0.985 -2.305 2.176 0.39
H 1.922 -0.355 1.982 0.28
H -1.356 0.737 -2.821 0.29
```



No. 5
Below is a molecular structure, C25H20CoN5O6S, with properties calculated with ωB97M-V/def2-TZVPD.

Properties
HOMO-LUMO gap   7.142 eV
Molar mass   577.5 g mol⁻¹
LUMO   -0.2598 Ha
Total charge   +2
HOMO level   -14.212 eV

The geometry in XYZ format:
```
58
Properties=species:S:1:pos:R:3:mulliken_charge:R:1
Co 0.174 -0.503 -0.530 -0.70
S -1.527 -1.310 -1.737 -0.47
O 2.178 6.465 0.860 -0.51
O -0.640 -0.804 1.175 -0.43
O 0.751 0.344 -2.273 -0.46
O 0.296 2.121 -3.559 -0.41
O -2.007 -0.013 2.682 -0.42
O 4.370 6.229 0.652 -0.45
N 1.960 0.198 0.168 0.42
N -2.802 -3.303 -0.571 -0.43
N -3.300 -1.145 0.265 -0.19
N 1.164 -2.201 -0.510 0.55
N -0.789 1.098 -0.425 1.00
C 3.298 -3.157 0.019 -0.96
C 2.847 -0.717 0.227 -0.14
C -2.654 -1.986 -0.540 0.48
C 1.492 -4.550 -0.671 -1.02
C 3.694 3.453 -0.220 -0.93
C 1.584 2.360 1.221 -0.20
C -3.887 -5.335 0.172 -1.26
C -1.602 1.252 0.608 1.53
C 1.890 3.699 1.352 -0.84
C -1.574 3.059 -1.466 -0.69
C -2.448 2.347 0.674 -0.85
C -1.430 0.083 1.523 -0.07
C 2.809 -4.426 -0.281 -0.31
C -4.507 -3.043 1.047 -0.95
C -2.417 3.261 -0.375 -0.90
C 2.941 4.254 0.627 0.41
C 0.163 1.410 -2.484 0.01
C 0.692 -3.415 -0.780 0.24
C 3.126 5.747 0.731 0.51
C -3.735 -3.850 0.214 0.88
C 3.383 2.107 -0.366 -0.31
C -0.770 1.936 -1.448 0.69
C -4.226 -1.694 1.055 -0.05
C 2.326 1.562 0.354 -0.37
C 2.448 -2.079 -0.097 0.58
H 3.930 1.500 -1.077 0.57
H -0.340 -3.489 -1.094 0.35
H -3.066 4.125 -0.352 0.51
H 1.316 4.340 2.008 0.49
H 5.041 5.535 0.671 0.34
H -3.128 2.495 1.502 0.44
H -3.158 -5.794 0.844 0.28
H -4.767 -1.017 1.707 0.43
H 4.497 3.875 -0.811 0.42
H 0.797 1.921 1.819 0.59
H 4.318 -3.008 0.346 0.50
H -2.578 0.737 2.904 0.36
H -1.553 3.742 -2.303 0.65
H -3.698 -5.703 -0.833 0.37
H -4.879 -5.643 0.496 0.39
H 3.449 -5.293 -0.201 0.47
H -5.285 -3.458 1.672 0.41
H 1.063 -5.513 -0.906 0.47
H 3.873 -0.500 0.517 0.59
H 0.893 1.697 -4.201 0.44
```



No. 6
Below is 2 unconnected molecules or ions with the total composition HN2O3S, with properties calculated with ωB97M-V/def2-TZVPD.

Properties
HOMO-LUMO gap   7.042 eV
Molar mass   109.1 g mol⁻¹
Energy relative to the best compared isomer or geometry (same formula, charge and spin)   4.374 eV
LUMO   0.1515 Ha
Total charge   -1
HOMO level   -2.920 eV

The geometry in XYZ format:
```
7
Properties=species:S:1:pos:R:3:mulliken_charge:R:1
S 0.618 -0.767 1.129 0.20
O 0.356 -1.843 2.048 -0.54
O -0.588 -0.473 0.310 -0.59
O -0.012 -0.098 -2.352 -0.56
N -0.374 0.737 -1.665 0.87
N -0.693 1.684 -1.213 -0.34
H 0.692 0.759 1.742 -0.04
```